ORCA calculation (wB97M-V/def2-TZVPD) on a 19-piece molecular cluster, H38O19 overall at a distorted geometry.

Computed properties:
* molecular weight: 342.29 g mol⁻¹
* LUMO level: -0.3 eV
* net charge: 0
* 2S+1: 1
* maximum force: 8.246 eV Å⁻¹
* highest occupied orbital energy: -9.72 eV

```
57
H38O19 wB97M-V/def2-TZVPD
O -2.3576 1.9015 2.8394
H -1.8984 2.1923 1.9412
H -1.8005 2.4915 3.2288
O 1.3528 -1.6081 -4.6698
H 0.5665 -1.2124 -4.1460
H 2.1388 -1.5881 -4.0326
O -0.1879 -2.1326 3.8989
H -1.1509 -1.7045 3.7901
H -0.4699 -2.9770 3.9031
O -3.0164 2.0190 -2.3264
H -2.5347 1.6887 -1.5816
H -3.8302 1.6953 -2.2910
O -1.7394 -0.5828 -0.7358
H -1.4696 -0.1564 0.0167
H -2.0319 -1.3025 -0.3711
O 2.2199 2.3845 1.5847
H 2.5012 1.6351 0.9586
H 2.8550 2.6594 2.2675
O 0.3979 3.7720 -0.5226
H 0.9207 4.3771 -0.0041
H 1.1352 3.0255 -0.3759
O -3.9170 -2.4724 0.6257
H -4.2445 -2.9612 -0.1878
H -3.9219 -3.1970 1.2606
O 0.3558 2.9580 -3.0055
H 1.2325 3.4834 -2.8256
H 0.2839 3.0312 -3.9101
O 0.0168 -4.1075 -1.0630
H 0.5792 -4.4158 -1.8166
H -0.9355 -4.4795 -1.2210
O 0.9784 -4.2642 2.6380
H 0.6364 -4.5719 1.8074
H 0.2513 -3.3939 2.7422
O -1.2845 3.7988 1.3650
H -1.2036 3.4675 0.3911
H -0.7338 4.5481 1.7491
O 2.3744 -0.0044 1.0398
H 2.2138 -0.7555 1.5373
H 2.9783 -0.3342 0.3239
O -0.5568 -0.0042 2.3237
H -0.1992 0.9142 2.2294
H -0.7301 0.1444 3.2876
O 0.7705 -1.8964 -0.7383
H 0.4207 -1.7048 0.1115
H 0.5287 -1.4675 -1.5918
O 3.5429 -0.4446 -3.1018
H 4.0724 -1.2670 -3.2483
H 2.6639 -0.9491 -2.7002
O -0.6119 -0.2066 -2.8098
H -1.5872 -0.4165 -2.9173
H -0.5869 0.7368 -2.9013
O 4.1542 1.1973 -0.5669
H 3.6867 1.7306 -1.3056
H 4.5000 1.9740 -0.1476
O -2.5327 -0.6768 3.3296
H -2.6464 0.2664 3.4466
H -2.1493 -0.8372 2.4780
```

ORCA calculation (wB97M-V/def2-TZVPD) on a 19-piece molecular cluster, H39O19 overall at a distorted geometry.

Computed properties:
* molecular weight: 343.29 g mol⁻¹
* LUMO level: -2.5 eV
* net charge: +1
* 2S+1: 1
* maximum force: 2.345 eV Å⁻¹
* highest occupied orbital energy: -13.32 eV

```
58
H39O19 wB97M-V/def2-TZVPD
O 1.2807 0.1127 3.6812
H 1.0144 0.6763 4.4189
H 0.6778 0.4755 3.0091
O 1.8522 3.4059 0.5037
H 2.5107 2.7255 0.8057
H 1.2850 3.6641 1.2343
O -2.9035 -0.7614 3.2529
H -2.5953 -1.2493 4.0340
H -2.5432 0.1076 3.4827
O 0.5287 -3.5403 0.0691
H -0.3648 -3.8545 -0.1506
H 1.0716 -4.1587 -0.4279
O 0.5095 1.2945 -0.3945
H 0.6572 1.3328 -1.3539
H 1.0126 2.1169 -0.1709
O 3.5116 -1.1967 2.2519
H 3.3757 -1.6613 3.0747
H 2.5989 -0.9044 2.1082
O -3.9915 -0.2120 -0.5779
H -4.8193 0.2365 -0.4244
H -3.4438 -0.3757 0.1942
O -0.8335 -0.7336 1.5165
H -1.3630 -0.7935 2.3216
O -2.0629 -3.2825 -2.6109
H -1.5595 -3.6611 -3.3406
H -2.6015 -2.5734 -2.9961
O 1.3163 3.2692 -2.3691
H 0.5100 3.5164 -1.8926
H 3.3595 0.8322 -2.8959
O -0.8683 4.2209 2.0490
H -1.6464 4.1152 2.5997
H -0.2737 4.9546 2.2009
O -2.4095 -3.0034 0.0888
H -3.0513 -2.4932 -0.3928
H -2.4260 -2.7161 1.0069
O -0.3935 -1.5818 -1.3868
H 1.8109 4.0746 -2.1781
H -1.0497 -2.0781 -0.8330
O -3.0485 -0.6772 -3.0751
H -3.0714 -0.1490 -2.2488
H -3.9306 -0.5225 -3.4358
O 3.4718 1.7896 1.6676
H 4.3923 1.8718 1.4198
H 3.3406 0.8780 1.9662
O -1.9162 1.7959 1.3122
H -1.8111 1.7419 0.3553
H -1.4603 2.5945 1.6133
O 1.9435 -1.2312 -0.4855
H 2.4351 -1.6372 0.2341
H 1.7003 -0.3352 -0.1767
O 3.0149 1.3533 -2.1648
H 3.5969 2.1198 -2.1416
H 0.5985 -1.6560 -0.9525
O 1.2152 -2.2889 -4.1935
H 2.1570 -2.2848 -4.0403
H 0.6838 -1.5129 -4.0167
H -0.0110 -2.1555 -2.0823
H -0.9837 0.0050 0.9371
```